[1]
A molecular structure, C35H47ClDyNP2 at a distorted geometry. Source: the OMol25 dataset; level of theory: ωB97M-V/def2-TZVPD.

As for the expectation value of S²: 9.358. The calculation puts the gap between HOMO and LUMO (spin up / spin down) at 7.3 / 7.5 eV. As for the calculated total energy: -93733.636 eV. The spin multiplicity is 6. The calculation puts the largest force on an atom at 0.0673 hartree/bohr. The value obtained for the molar mass is 741.7 g/mol. The value obtained for the LUMO energy (spin up / spin down) is 0.1 / 0.2 eV.

Structure (XYZ):
```
87
C35H47ClDyNP2 (ωB97M-V/def2-TZVPD)
C -1.0815 -2.6536 0.9708
C -1.0426 -2.8456 -0.4393
C 0.3240 -2.9597 -0.8399
H -1.9140 -2.9495 -1.0833
C 1.1446 -2.8232 0.3305
C 0.2696 -2.6382 1.4439
H 0.5812 -2.5920 2.4814
H -1.9705 -2.5421 1.5960
H 0.6921 -3.2113 -1.8319
H 2.2339 -2.8895 0.3895
Dy 0.1569 -0.5706 0.0619
Cl 2.3941 0.2560 -0.6444
P -0.0169 -0.5610 -3.3346
C 1.0788 -1.6433 -4.3522
C 0.6621 -2.2997 -5.5240
H -0.3806 -2.2610 -5.8386
C 1.5837 -3.0025 -6.3094
H 1.2441 -3.4875 -7.2274
C 2.9277 -3.0717 -5.9306
H 3.6492 -3.6076 -6.5525
C 3.3438 -2.4354 -4.7508
H 4.3928 -2.4828 -4.4531
C 2.4300 -1.7319 -3.9616
H 2.7488 -1.2320 -3.0420
C -1.6092 -0.9884 -4.1641
C -2.2105 -2.2121 -3.7990
H -1.6993 -2.8746 -3.0972
C -3.4414 -2.5835 -4.3388
H -3.9210 -3.5065 -4.0023
C -4.0545 -1.7899 -5.3199
H -5.0019 -2.1000 -5.7640
C -3.4259 -0.6086 -5.7370
H -3.8714 -0.0023 -6.5268
C -2.2232 -0.1978 -5.1474
H -1.7632 0.7389 -5.4707
C 0.3371 1.0357 -4.1793
C 1.0318 1.1464 -5.3946
H 1.4581 0.2632 -5.8722
C 1.1789 2.3943 -6.0143
H 1.7027 2.4608 -6.9696
C 0.6498 3.5460 -5.4198
H 0.7510 4.5161 -5.9090
C -0.0217 3.4406 -4.1916
H -0.4414 4.3337 -3.7243
C -0.1670 2.2014 -3.5659
H -0.6763 2.1193 -2.6019
C 2.0810 1.8881 5.1461
C 1.8134 1.3905 3.7200
C 2.1691 2.5133 2.7398
C 2.7511 0.2177 3.3787
P 0.0394 0.8372 3.4769
N 0.0095 0.1772 2.0174
C -0.4314 -0.3833 4.8186
C -0.6027 0.2791 6.2021
C -1.7338 -1.0988 4.4473
C 0.6371 -1.4724 4.9940
C -1.2494 2.1961 3.3983
C -1.5751 2.8085 4.7686
C -0.7719 3.3260 2.4726
C -2.5255 1.6024 2.7736
H 3.1027 2.2895 5.1436
H 2.0459 1.0872 5.8900
H 1.4141 2.7074 5.4427
H 3.2567 2.6592 2.7742
H 1.9004 2.2439 1.7140
H 1.7202 3.4708 3.0175
H 2.7341 -0.5733 4.1315
H 2.4858 -0.1995 2.4015
H 3.7780 0.6033 3.3209
H -1.5827 0.7420 6.3231
H -0.5347 -0.5222 6.9490
H 0.1698 1.0145 6.4370
H -1.7208 -1.4553 3.4130
H -1.8320 -1.9681 5.1150
H -2.6190 -0.4731 4.6042
H 0.8840 -1.9343 4.0377
H 1.5495 -1.1047 5.4746
H 0.2135 -2.2475 5.6482
H -0.6814 3.0623 5.3512
H -2.1243 3.7429 4.5912
H -2.2340 2.1709 5.3651
H -0.3789 2.9452 1.5235
H -1.6288 3.9744 2.2462
H -0.0233 3.9592 2.9576
H -2.2840 1.0257 1.8723
H -3.0799 0.9609 3.4653
H -3.1748 2.4400 2.4872
```

=====

[2]
A molecular structure, C41H41As2N3W. Source: the OMol25 dataset; level of theory: ωB97M-V/def2-TZVPD.

As for the expectation value of S²: 2.035. The calculation puts the gap between HOMO and LUMO (spin up / spin down) at 5.4 / 6.0 eV. As for the calculated total energy: -171114.344 eV. The spin multiplicity is 3. The calculation puts the energy above the lowest of the compared OMol25 structures with the same formula, charge and spin at 29.8 kcal per mole. The calculation puts the largest force on an atom at 0.0193 hartree/bohr. As for the total charge: +4. The value obtained for the molar mass is 909.5 g/mol. The value obtained for the LUMO energy (spin up / spin down) is -13.8 / -13.2 eV.

Structure (XYZ):
```
88
C41H41As2N3W (ωB97M-V/def2-TZVPD)
W 0.2083 -0.8456 -0.1701
C 1.7681 -3.7795 -2.5811
C 0.9084 -4.3083 -1.6119
C -0.2640 -3.6403 -1.2780
C -0.5879 -2.4233 -1.9106
C 0.3212 -1.8628 -2.8336
C 1.4875 -2.5542 -3.1741
H 2.6412 -4.3424 -2.8896
H 1.1229 -5.2742 -1.1710
H -0.9796 -4.1156 -0.6186
H -1.6087 -2.0431 -1.8710
H 0.0465 -0.9831 -3.4008
H 2.1420 -2.1579 -3.9417
C -1.7511 2.5221 -0.7335
C -0.7518 2.8415 0.3560
As -0.4206 1.1999 1.3697
C 0.3997 1.6819 3.0271
C 1.3903 2.6627 3.0292
C 1.9158 3.0959 4.2364
C 1.4513 2.5539 5.4302
C 0.4544 1.5829 5.4237
C -0.0778 1.1428 4.2220
C -2.2064 0.5442 1.6709
C -3.1300 1.2876 2.3982
C -4.4608 0.8854 2.4302
C -4.8776 -0.2362 1.7219
C -3.9664 -0.9849 0.9827
C -2.6395 -0.5896 0.9735
As -1.0742 1.0271 -1.7822
C 0.3302 1.8234 -2.8021
C 1.6344 1.4608 -2.4854
C 2.7166 2.0683 -3.0964
C 2.4692 3.0493 -4.0516
C 1.1669 3.4118 -4.3800
C 0.0830 2.8061 -3.7567
C -2.4445 0.3861 -2.9463
C -3.7458 0.2253 -2.4709
C -4.7415 -0.1956 -3.3375
C -4.4400 -0.4592 -4.6697
C -3.1431 -0.2919 -5.1436
C -2.1410 0.1313 -4.2859
H -1.8520 3.3425 -1.4466
H -2.7389 2.2875 -0.3406
H -1.1386 3.5666 1.0743
H 0.1883 3.2253 -0.0426
H 1.7393 3.1141 2.1064
H 2.6704 3.8711 4.2514
H 1.8525 2.9059 6.3715
H 0.0761 1.1916 6.3589
H -0.8838 0.4167 4.2245
H -2.8277 2.1736 2.9454
H -5.1784 1.4520 3.0091
H -5.9168 -0.5368 1.7543
H -4.2925 -1.8671 0.4467
H -1.9309 -1.2635 0.4719
H 1.7150 0.6885 -1.7270
H 3.7342 1.7935 -2.8504
H 3.2979 3.5372 -4.5476
H 0.9964 4.1752 -5.1276
H -0.9241 3.1037 -4.0257
H -3.9984 0.4540 -1.4427
H -5.7579 -0.3016 -2.9828
H -5.2225 -0.7802 -5.3444
H -2.9188 -0.4750 -6.1859
H -1.1445 0.2993 -4.6801
N 1.0439 -1.4831 2.7311
C 0.8219 -2.2960 3.7492
C -0.2159 -3.1634 3.3966
C -0.5627 -2.8043 2.1228
N 0.2252 -1.7736 1.6744
H 1.7406 -0.7476 2.6582
H 1.3987 -2.2196 4.6596
H -0.6438 -3.9465 4.0006
H -1.3350 -3.2165 1.4949
N 2.2575 -1.3534 -0.5013
C 3.1685 -1.0214 0.6060
C 3.3078 0.3069 0.9862
C 4.1511 0.6045 2.0523
C 4.8362 -0.4121 2.7071
C 4.6952 -1.7342 2.2951
C 3.8528 -2.0476 1.2369
H 2.2727 -2.3695 -0.6484
H 2.6152 -0.9662 -1.3765
H 2.8113 1.1010 0.4362
H 4.2947 1.6330 2.3550
H 5.5058 -0.1717 3.5223
H 5.2552 -2.5185 2.7874
H 3.7529 -3.0764 0.9063
```

=====

[3]
2 unconnected molecules or ions with the total composition C5H6OS2 at a distorted geometry. Source: the OMol25 dataset; level of theory: ωB97M-V/def2-TZVPD.

The calculation puts the gap between HOMO and LUMO at 6.5 eV. As for the calculated total energy: -28994.405 eV. The calculation puts the energy above the lowest of the compared OMol25 structures with the same formula, charge and spin at 128.0 kcal per mole. The calculation puts the largest force on an atom at 0.0964 hartree/bohr. The value obtained for the molar mass is 146.2 g/mol. The value obtained for the LUMO energy is -2.2 eV.

Structure (XYZ):
```
14
C5H6OS2 (ωB97M-V/def2-TZVPD)
C 0.7099 1.0848 -1.4644
C 0.3523 -0.0040 -0.4573
C 0.7388 -1.2174 -0.0413
C 0.0170 -1.5708 1.2965
C -1.1055 -0.4585 1.2432
H 2.8335 -0.8587 -2.0317
H 0.0097 1.2927 -2.2248
H 0.4379 2.0552 -0.8356
H 1.4806 -2.0223 -0.3731
H 0.5647 -1.4184 2.3876
H -0.5060 -2.5527 1.2255
O -0.6458 0.4454 0.4763
S 2.3137 1.3336 -2.1736
S -2.5592 -0.5251 1.8350
```